Below is a structure of composition C5H10N3O2S, with properties calculated with the ωB97M-V functional and the def2-TZVPD basis.

```
21
Properties=species:S:1:pos:R:3:forces:R:3:lowdin_charge:R:1
C 0.74361 0.31942 -0.13354 0.2 -1.6 -0.6 -0.608
C -0.56746 0.93761 1.64606 2.7 1.3 -0.1 -0.092
C -0.71310 0.13746 -0.44088 1.6 2.4 -2.1 -0.041
C -2.83564 0.42216 0.79893 -1.2 2.5 0.8 0.027
C 1.79816 -2.36908 -1.42874 -0.6 3.9 -0.8 -0.259
N -1.41229 0.58794 0.53687 -0.4 -1.4 0.6 -0.107
N 0.78598 1.09078 1.01326 0.1 -0.5 1.5 0.047
N 1.72930 0.88494 -1.17791 -0.4 0.3 0.6 -0.376
O 1.37799 0.98191 -2.31198 -1.1 -0.5 -1.4 0.121
O 2.77170 1.27003 -0.74845 0.8 -0.2 0.9 0.141
S 0.94130 -1.56420 0.11617 0.8 0.1 -1.0 0.951
H -0.75444 1.95284 1.97922 -0.9 -0.3 0.8 0.156
H -0.42360 0.15109 2.37507 -1.1 -0.1 0.6 0.146
H -1.02969 0.18406 -1.49100 -0.2 -1.2 0.5 0.180
H -3.35722 -0.15519 0.03446 0.3 -0.1 0.3 0.108
H -2.93759 0.04341 1.84789 -0.1 0.0 -1.1 0.122
H -3.28994 1.49579 0.79852 0.6 -1.9 0.0 0.146
H 1.29560 -3.31618 -1.36005 0.7 -0.7 -0.3 0.014
H 2.91791 -2.14893 -1.37640 -1.6 -1.1 0.2 0.075
H 1.40286 -1.76552 -2.36464 0.7 -1.4 1.8 0.079
H 1.55656 0.85965 1.68716 -0.9 0.4 -1.1 0.171
```
Forces are in eV/Å.

Total energy = -24735.873 eV
Largest force on an atom = 4.0 eV/A
Gap between HOMO and LUMO (alpha / beta) = 8.98 / 8.98 eV
ΔE to the lowest compared entry with this formula, charge and spin = 5.084 eV
Net charge = +1
HOMO energy (alpha / beta) = -13.7 / -13.7 eV

***

Below is a structure of composition C15H27Cl3F2I3N3O3P3S, with properties calculated with the ωB97M-V functional and the def2-TZVPD basis.

```
60
Properties=species:S:1:pos:R:3:forces:R:3:lowdin_charge:R:1
C 1.78519 -2.49274 3.02662 0.0 0.5 0.3 -0.141
C 1.54592 -1.67148 1.74805 0.3 -0.5 0.5 -0.383
C 0.42014 -2.19416 0.86744 -0.1 0.0 0.1 -0.586
I 0.82831 -4.30329 0.51295 -0.1 0.0 0.0 1.125
C 0.12789 -1.38908 -0.45480 1.1 -1.0 -0.1 -0.262
C -0.66857 -2.19392 -1.51741 -1.0 -0.3 0.5 -0.681
I -0.14068 -2.01207 -3.54699 -0.2 -0.3 -0.4 1.154
C -1.74451 -2.99786 -1.28209 0.5 0.4 0.2 -0.842
C -2.48160 -3.40501 -0.02290 -0.1 0.1 0.1 -0.252
I -2.80897 -3.95827 -2.79300 -0.1 -0.1 -0.4 0.982
C 1.51585 -0.91237 -0.92280 0.1 0.9 -0.9 -0.350
C 2.42994 -2.05164 -1.39083 0.3 -0.2 0.3 -0.105
C 1.54508 0.21298 -1.96103 0.5 0.2 0.4 -0.280
C 0.95479 1.56833 -1.46644 -0.1 -0.6 -0.9 -0.497
P 2.49777 2.63526 -1.19199 -0.2 1.1 0.5 0.735
N 2.41995 4.01324 -0.47431 -0.2 -0.6 0.0 -0.256
S 0.31897 2.15240 -3.15823 0.7 -1.2 0.2 0.598
O -0.86330 1.47610 -3.54701 0.1 0.6 -0.1 -0.254
O 1.48282 2.11727 -3.98459 -0.6 0.2 0.0 -0.263
F 0.04674 3.66053 -2.89006 -0.3 0.4 -0.1 -0.158
C -0.02876 1.41669 -0.25952 0.7 1.2 1.0 -0.466
P -1.35691 2.88961 -0.41817 -0.6 0.1 -0.6 0.791
N -2.45237 2.80304 -1.49821 0.0 0.3 0.3 -0.270
P 0.53902 1.73282 1.62360 -0.5 -0.6 -0.2 0.627
O 0.36819 3.33972 1.65499 0.1 0.1 0.2 -0.411
Cl 2.55809 1.56183 1.84559 0.2 0.0 0.0 0.387
N -0.73460 0.04731 -0.21475 -0.8 0.5 -1.1 -0.037
F -1.33637 0.12019 -1.48714 0.3 -0.2 0.2 -0.113
C -2.04258 -0.17473 0.69789 -0.5 -0.5 0.3 -0.551
Cl -3.48061 0.40254 -0.12273 -0.2 0.2 -0.1 0.845
C -2.33082 0.13509 2.20553 0.1 0.2 0.2 -0.754
C -2.70455 1.53895 2.65094 -0.2 0.0 0.1 -0.172
Cl -1.24716 -0.57772 3.42443 0.4 -0.3 -0.1 0.703
H 2.59951 -3.20148 2.91084 -0.2 -0.3 -0.1 0.065
H 0.88742 -2.98588 3.39142 0.0 -0.2 -0.1 0.061
H 2.09821 -1.80498 3.81540 0.0 0.0 0.0 0.082
H 2.49613 -1.63213 1.22226 0.0 0.1 0.0 0.089
H 1.30903 -0.67309 2.09526 -0.2 0.2 -0.2 -0.009
H -0.44041 -2.24516 1.50878 -0.5 0.0 0.1 0.011
H -2.01270 -3.22278 0.93102 0.3 0.2 0.2 0.040
H -2.69425 -4.47076 -0.06013 0.1 0.0 0.0 0.055
H -3.46773 -2.92991 -0.02749 0.0 0.1 0.0 0.081
H 2.03254 -0.43176 -0.09338 -0.3 -0.2 0.3 0.086
H 3.17591 -1.67031 -2.08461 0.0 0.1 -0.1 0.100
H 2.97423 -2.47933 -0.54956 0.0 0.0 0.0 0.060
H 1.90743 -2.87335 -1.86676 0.0 0.1 -0.1 0.005
H 2.61083 0.38438 -2.13020 0.0 -0.1 -0.2 0.094
H 1.16303 -0.07461 -2.92862 -0.1 0.1 0.2 -0.033
H 3.01089 2.71577 -2.47826 0.1 -0.3 -0.2 0.031
H 3.35050 1.68409 -0.62375 0.1 -0.2 0.1 -0.018
H 1.49935 4.30310 -0.18716 0.1 0.3 0.1 -0.061
H -0.47088 3.95554 -0.53081 0.3 0.0 0.2 0.019
H -1.86013 2.95868 0.87498 0.2 -0.2 0.1 -0.008
H -2.38677 3.51027 -2.21709 0.0 -0.2 -0.3 0.004
H 1.12792 3.78414 2.05097 0.2 0.3 -0.1 0.069
H -2.15974 -1.23575 0.59560 0.5 -0.4 0.1 0.034
H -3.22485 -0.47328 2.34036 0.0 0.0 -0.3 0.094
H -3.34535 2.03139 1.92371 0.0 0.0 0.0 0.053
H -3.29500 1.43322 3.55998 0.1 0.0 0.1 0.094
H -1.84743 2.15441 2.90422 0.1 0.0 -0.1 0.040
```
Forces are in eV/Å.

Total energy = -132596.796 eV
Largest force on an atom = 1.7 eV/A
Gap between HOMO and LUMO = 8.04 eV
Net charge = +1
HOMO energy = -11.5 eV

***

Q: Which of these has the highest total energy?
A: C5H10N3O2S

***

Q: What is the formula in the first record?
A: C5H10N3O2S